(a)
Below is the molecule C5H12NP, with properties calculated with ωB97M-V/def2-TZVPD.

```
19
Properties=species:S:1:pos:R:3
C 1.39 0.13 0.01
C 2.51 0.28 0.91
C 1.40 0.51 -1.47
C -1.86 0.57 -0.78
C -2.15 -1.39 1.14
N 0.17 -0.41 0.68
P -1.01 -1.04 -0.29
H 2.18 0.12 1.93
H 3.11 1.17 0.66
H 3.35 -0.48 0.60
H 0.55 1.21 -1.54
H 1.31 -0.37 -1.95
H 2.37 1.14 -1.62
H -1.62 1.43 -0.04
H -2.99 0.57 -0.85
H -1.59 0.78 -1.79
H -1.76 -2.19 1.67
H -3.26 -1.49 0.78
H -2.08 -0.52 1.94
```

M	117.1	Da
lowest unoccupied orbital energy	0.50	eV
orbital gap	8.58	eV
HOMO energy	-8.077	eV

=====

(b)
Below is a cluster of 2 separate species, C5H12NP in total, with properties calculated with ωB97M-V/def2-TZVPD.

```
19
Properties=species:S:1:pos:R:3
C -1.15 1.09 -0.62
C -0.83 -0.06 -0.10
C -1.06 2.46 -0.10
C -0.95 -1.28 -0.92
C -0.14 -0.15 1.22
N 2.77 -1.80 0.29
P 3.20 -0.45 -0.57
H -1.48 1.15 -1.70
H -1.38 2.41 0.98
H -1.73 3.19 -0.55
H -0.02 2.82 -0.07
H -1.45 -2.15 -0.54
H 0.10 -1.57 -1.26
H -1.37 -0.94 -1.96
H -0.07 0.89 1.66
H 0.88 -0.16 1.01
H -0.52 -0.85 1.97
H 2.33 -1.83 1.33
H 2.87 -2.77 -0.07
```

M	117.1	Da
lowest unoccupied orbital energy (alpha / beta)	-0.42 / -0.43	eV
orbital gap (alpha / beta)	6.88 / 6.88	eV
HOMO energy (alpha / beta)	-7.299 / -7.309	eV

=====

(a) is preferred energetically. Next in line: 19.4 kcal/mol higher.

=====

(a)
Below is a cluster of 2 separate species, C2H6O2S in total, with properties calculated with ωB97M-V/def2-TZVPD.

```
11
Properties=species:S:1:pos:R:3
C -0.93 -0.59 -0.63
C -0.55 0.48 0.31
O 1.77 -1.92 0.02
O 1.88 1.36 -0.56
S 1.33 0.40 0.37
H -1.00 -0.14 -1.54
H -0.28 -1.34 -0.96
H -1.85 -1.02 -0.24
H -0.87 0.36 1.46
H -0.93 1.45 0.04
H 1.44 0.96 1.71
```

M	94.1	Da
lowest unoccupied orbital energy (alpha / beta)	-1.76 / -1.61	eV
orbital gap (alpha / beta)	8.08 / 8.20	eV
HOMO energy (alpha / beta)	-9.835 / -9.807	eV

=====

(b)
Below is a cluster of 2 separate species, C2H6O2S in total, with properties calculated with ωB97M-V/def2-TZVPD.

```
11
Properties=species:S:1:pos:R:3
C 0.48 0.45 -1.26
C 0.22 -0.32 1.37
O -1.80 -2.04 -0.70
O -1.33 1.56 0.14
S -0.82 0.21 0.01
H 0.04 0.79 -2.18
H 1.17 1.19 -0.82
H 0.94 -0.49 -1.42
H 1.22 0.06 1.28
H -0.30 0.05 2.24
H 0.18 -1.46 1.36
```

M	94.1	Da
lowest unoccupied orbital energy (alpha / beta)	-1.84 / -1.79	eV
orbital gap (alpha / beta)	7.57 / 7.61	eV
HOMO energy (alpha / beta)	-9.404 / -9.400	eV

=====

(c)
Below is a cluster of 2 separate species, C2H6O2S in total, with properties calculated with ωB97M-V/def2-TZVPD.

```
11
Properties=species:S:1:pos:R:3
C 0.89 0.70 0.38
C -1.90 -0.74 0.59
O -0.90 -0.98 1.28
O -1.87 -0.09 -0.48
S 1.65 -0.29 -0.84
H 0.30 1.36 -0.28
H 1.54 1.26 1.03
H -2.86 -1.03 0.97
H 0.17 -0.01 0.80
H 2.40 0.19 -1.87
H 0.58 -0.37 -1.57
```

M	94.1	Da
lowest unoccupied orbital energy	-0.51	eV
orbital gap	8.03	eV
HOMO energy	-8.536	eV

=====

(c) is preferred energetically. Next in line: 69.3 kcal/mol higher.